C6H13ClN3O | ωB97M-V/def2-TZVPD

XYZ file:
```
24
C6H13ClN3O, DFT ωB97M-V/def2-TZVPD
C -1.56652 -1.54116 1.74447
C -1.33690 -2.85171 -0.22678
C -0.36960 2.02154 -1.04707
C 1.96692 2.21229 -0.86789
C 1.13099 0.47258 0.70022
C 0.88286 1.15246 -0.65984
N -0.52359 -0.72699 1.61767
N 0.34253 -0.72068 0.72895
N -1.64844 -2.70649 1.04531
O -1.04353 -1.86009 -1.00212
Cl -1.08140 -4.37997 -0.95376
H -2.13354 -1.32893 2.54013
H -1.30188 1.38000 -1.08964
H -0.69369 2.78203 -0.32164
H -0.27395 2.47379 -1.99635
H 1.98809 2.98993 -0.00060
H 1.85861 2.83431 -1.79256
H 2.90927 1.88084 -1.10454
H 2.22848 0.05641 0.65853
H 0.83208 1.07498 1.49822
H 0.76185 0.28869 -1.43748
H -0.55441 -0.00823 2.28310
H -1.86703 -3.57787 1.47381
H -0.50721 -1.91774 -1.79016
```

Results
gap between HOMO and LUMO (spin up / spin down) = 7.9 / 7.9 eV
charge = +1
energy above the lowest of the compared OMol25 structures with the same formula, charge and spin = 58.2 kcal/mol
lowest unoccupied orbital energy (spin up / spin down) = -4.066 / -4.066 eV
HOMO level (spin up / spin down) = -12.00 / -12.00 eV



C4H8BrNO3 | ωB97M-V/def2-TZVPD

XYZ file:
```
17
C4H8BrNO3, DFT ωB97M-V/def2-TZVPD
C 1.36499 -2.20341 1.05309
C -1.14729 0.58582 -1.93140
C 0.78769 -0.78251 1.07624
C -0.88966 -0.05724 -0.59889
N -0.45301 2.71718 0.08402
O -0.15636 3.14013 -1.04424
O -0.15881 3.12832 1.16791
O 0.33686 -0.36640 -0.23635
Br -2.29507 0.00655 0.70530
H 0.59824 -2.91013 0.66742
H 2.25262 -2.42677 0.45333
H 1.55391 -2.48333 2.19617
H -2.10823 0.96191 -1.93664
H -0.57913 1.58979 -2.07688
H -0.88840 -0.06875 -2.74583
H 1.73270 -0.05292 1.31052
H 0.04894 -0.77825 1.85624
```

Results
gap between HOMO and LUMO (spin up / spin down) = 7.5 / 5.1 eV
charge = 0
energy above the lowest of the compared OMol25 structures with the same formula, charge and spin = 138.3 kcal/mol
lowest unoccupied orbital energy (spin up / spin down) = -0.571 / -1.595 eV
HOMO level (spin up / spin down) = -8.08 / -6.73 eV



C35H28N7O2Re | ωB97M-V/def2-TZVPD

XYZ file:
```
73
C35H28N7O2Re, DFT ωB97M-V/def2-TZVPD
Re 0.11484 0.24483 -0.39552
O -6.43380 0.26392 2.10950
C -5.63664 1.40496 2.29035
C -4.30620 1.16471 1.64127
C -3.32582 2.15358 1.62972
C -2.11368 1.90036 1.03159
N -1.83258 0.72224 0.44345
C -2.77970 -0.23491 0.43649
C -4.01566 -0.04619 1.02826
C -2.40036 -1.47157 -0.27503
C -3.25055 -2.55112 -0.42862
C -2.82982 -3.66554 -1.14130
C -3.72369 -4.87419 -1.27162
O -5.04696 -4.60313 -0.88568
C -1.55403 -3.63802 -1.69508
C -0.75529 -2.53312 -1.50524
N -1.15821 -1.46483 -0.79824
H -7.28827 0.38977 2.53443
H -5.46557 1.62353 3.35210
H -6.08449 2.29815 1.83766
H -3.49707 3.12109 2.08266
H -1.33872 2.65066 1.00926
H -4.76483 -0.82240 1.02114
H -4.24514 -2.54569 -0.00856
H -3.33509 -5.64008 -0.59226
H -3.65132 -5.28173 -2.28324
H -5.59626 -4.45688 -1.66198
H -1.17501 -4.46895 -2.27485
H 0.23718 -2.48413 -1.92648
C 2.49193 -0.85359 -2.07097
N 1.71815 -0.79847 -0.80355
C 2.29270 -1.50878 0.22287
C 1.70043 -1.49696 1.44342
C 2.00012 -2.05968 2.73078
C 1.02724 -1.61968 3.57307
C 0.14517 -0.79951 2.79306
N 0.53040 -0.73162 1.54111
C 3.76362 -0.05091 -1.96197
C 4.99525 -0.68567 -2.06946
C 6.17252 0.04226 -1.95842
C 6.12396 1.40910 -1.73741
C 4.89604 2.05273 -1.63289
C 3.72334 1.32578 -1.74368
H 1.83664 -0.49970 -2.86553
H 2.73737 -1.89732 -2.28515
H 3.21540 -2.03962 0.01949
H 2.84092 -2.69035 2.96770
H 0.92649 -1.82658 4.62489
H -0.73517 -0.27619 3.14158
H 5.03853 -1.75334 -2.25134
H 7.12567 -0.46055 -2.04734
H 7.04029 1.97676 -1.65243
H 4.85721 3.12215 -1.47255
H 2.77268 1.84007 -1.66672
N 0.91759 1.80114 0.40158
C 1.37811 2.75253 0.93270
C 1.90103 3.81990 1.55192
C 2.23276 4.96720 0.77337
N 2.52143 5.86445 0.11681
C 2.12279 3.75016 2.95804
N 2.27347 3.69570 4.09563
C -0.12431 0.98086 -1.98140
C -0.36476 1.57796 -3.23590
C -1.69315 1.84302 -3.61264
C -1.94419 2.44099 -4.83112
C -0.88433 2.77512 -5.66832
C 0.43215 2.51752 -5.30037
C 0.70308 1.91918 -4.08551
H -2.50566 1.58066 -2.94764
H -2.95989 2.65289 -5.13371
H -1.08746 3.24639 -6.62062
H 1.24213 2.78944 -5.96221
H 1.72508 1.72838 -3.78621
```

Results
gap between HOMO and LUMO = 5.8 eV
charge = +2
energy above the lowest of the compared OMol25 structures with the same formula, charge and spin = 0.0 kcal/mol
lowest unoccupied orbital energy = -7.986 eV
HOMO level = -13.76 eV



C41H65BBr2CaClF9LiN4O13P | ωB97M-V/def2-TZVPD

XYZ file:
```
139
C41H65BBr2CaClF9LiN4O13P, DFT ωB97M-V/def2-TZVPD
C -0.33215 3.57033 3.86055
C -0.01288 2.45247 2.76341
C -1.06016 2.45755 1.49872
F -1.63449 3.76529 1.46068
N -0.63022 1.80682 0.28000
C -0.31640 0.40028 0.65044
N -1.27793 -0.54834 0.71404
C -2.71586 -0.25178 0.37574
C -3.29362 -1.31169 -0.71302
O -2.62356 -1.71205 -1.70112
Br -5.13822 -2.08963 -0.50189
C -1.05342 -1.96949 1.08108
C -2.16908 -2.52620 2.13083
C -1.80146 -4.03211 2.60676
O -2.07477 -1.59854 3.26181
C -3.06093 -1.89762 4.26597
C -3.13562 -0.71767 5.37538
C -3.26164 0.78066 4.89185
C -3.38191 1.97277 5.94041
C -3.37205 1.69710 7.47620
C -3.22291 0.22740 7.98416
C -3.12038 -1.00712 6.91654
N 1.06953 0.12649 0.92656
C 1.83025 0.30395 -0.33817
C 1.43183 -0.81648 -1.38315
C 2.32602 -0.92952 -2.70178
F 2.01833 -2.10754 -3.50163
C 1.67494 1.83618 -0.71546
C 2.64617 2.39626 -1.86441
C 3.75089 3.47987 -1.33036
O 5.10123 2.86854 -1.43211
C 5.29846 2.31633 -0.10808
O 6.31996 2.50786 0.57715
C 0.12163 2.37792 -0.81446
C -0.45271 1.73902 -2.19408
C -1.34590 2.62081 -3.15359
O -0.64350 3.68570 -3.87335
C -2.79238 3.06015 -2.60762
F -3.82127 2.24060 -3.20772
F -3.11490 4.39832 -3.02194
F -2.98018 2.96150 -1.21509
P 0.44225 4.25860 -0.93133
O -1.04395 5.16029 -1.05932
Br 1.35928 5.06905 1.00546
H 0.53559 3.51699 4.62768
H -0.33672 4.64343 3.47464
H -1.28010 3.25456 4.41465
H 1.07523 2.53363 2.38059
H -0.07844 1.40248 3.24882
H -1.92658 1.80175 1.92987
H -3.38331 -0.25011 1.32170
H -2.86950 0.76903 -0.10701
H -0.06412 -2.22148 1.57464
H -1.13881 -2.68434 0.17086
H -3.21636 -2.57966 1.67693
H -1.19658 -3.92198 3.56999
H -2.74387 -4.66714 2.74040
H -1.10345 -4.45004 1.78338
H -2.83064 -2.85409 4.87702
H -4.13932 -1.98170 3.85530
H -3.27796 1.02931 3.77374
H -3.48197 3.05042 5.58110
H -3.44389 2.56836 8.22737
H -3.20187 -0.00650 9.12314
H -3.02590 -2.13269 7.27154
H 1.30885 -0.67877 1.49410
H 2.94954 0.13944 -0.07146
H 1.54354 -1.84172 -0.84139
H 0.32940 -0.81617 -1.73746
H 3.46779 -0.94830 -2.49414
H 2.17483 -0.00489 -3.38042
H 2.03994 2.38781 0.24417
H 3.30947 1.56412 -2.33248
H 2.08616 2.84755 -2.77197
H 3.61738 3.75508 -0.23177
H 3.70574 4.46617 -1.92094
H 4.45182 1.70280 0.38249
H 0.37244 1.26369 -2.85505
H -1.11915 0.82703 -1.91670
H -1.61898 1.89876 -4.02700
H -1.22378 3.93666 -4.63731
H -0.81433 5.97262 -1.56086
O -3.91692 -3.38861 8.73761
H -4.21689 -4.28033 8.86850
O -3.54587 -7.26845 2.35496
H -3.26606 -8.12945 1.93589
H -3.19143 -7.18325 3.28593
H -4.53675 -7.15667 2.33101
C 8.59052 4.58802 1.53060
O 7.78208 5.07430 2.30974
O 9.06135 3.43810 1.61089
O 9.06823 5.16924 0.53604
Li 4.35328 -2.47370 -1.59249
Cl 2.77790 7.09401 1.55173
C 6.12928 5.35011 -7.23670
C 5.32127 5.33026 -5.94958
O 5.23080 4.04179 -5.35561
C 6.46010 3.43231 -4.98015
C 7.25191 4.23738 -3.96465
H 5.70144 4.65623 -7.96732
H 6.13511 6.35510 -7.66689
H 7.16614 5.05235 -7.07191
H 4.29785 5.64209 -6.17226
H 5.71350 6.05295 -5.22776
H 7.06219 3.21848 -5.87003
H 6.20471 2.46316 -4.54084
H 7.54131 5.21580 -4.35294
H 8.16398 3.70426 -3.68514
H 6.65571 4.40633 -3.06385
Ca -4.60732 -1.33491 8.41848
C 0.82907 -5.28812 -2.03230
C 0.52213 -6.54048 -1.50905
C 0.94024 -7.69223 -2.16844
C 1.67434 -7.59157 -3.34699
C 1.98455 -6.33921 -3.86832
C 1.55849 -5.18711 -3.21376
H 0.49967 -4.38952 -1.51953
H -0.04446 -6.61906 -0.58656
H 0.69512 -8.66845 -1.76391
H 2.00441 -8.48954 -3.85844
H 2.55823 -6.26094 -4.78621
H 1.79476 -4.21352 -3.62226
B 3.73912 2.55028 4.46738
F 3.20539 2.47125 3.13385
F 4.26140 3.86028 4.69670
F 2.69189 2.27707 5.41316
F 4.78586 1.58097 4.61830
C -7.24631 -5.05213 -0.82203
O -7.20528 -5.84671 0.10073
N -8.14928 -5.07466 -1.84242
C -8.13153 -4.09064 -2.90604
C -9.15915 -6.11536 -1.86517
H -6.52514 -4.22219 -0.90153
H -9.08611 -3.55835 -2.91447
H -7.98953 -4.60187 -3.86158
H -7.32273 -3.37249 -2.76116
H -9.75823 -6.05318 -0.95338
H -8.66775 -7.09092 -1.89539
H -9.80499 -6.00288 -2.73674
```

Results
gap between HOMO and LUMO = 1.1 eV
charge = 0
lowest unoccupied orbital energy = -3.198 eV
HOMO level = -4.26 eV



C5H11NO | ωB97M-V/def2-TZVPD

XYZ file:
```
18
C5H11NO, DFT ωB97M-V/def2-TZVPD
C 1.22700 -0.30148 1.30280
N 1.22287 0.43608 0.27531
C 1.23424 -0.16299 -1.05604
C 0.97600 -1.66085 -1.18504
H 1.23574 -1.39778 1.28834
H 1.22337 0.17449 2.28629
H 0.48198 0.38080 -1.63956
H 2.20671 0.10131 -1.49140
H 1.04503 -1.94841 -2.23896
H -0.03361 -1.90662 -0.83814
H 1.70303 -2.26645 -0.63254
C -1.79271 1.86845 0.64779
C -1.80811 0.38174 0.43713
O -1.94459 -0.16105 -0.63597
H -2.09141 2.38353 -0.26762
H -0.76950 2.16140 0.91348
H -2.45227 2.14445 1.47801
H -1.66376 -0.22663 1.35611
```

Results
gap between HOMO and LUMO = 10.8 eV
charge = 0
energy above the lowest of the compared OMol25 structures with the same formula, charge and spin = 44.8 kcal/mol
SMILES = C=NCC.CC=O
lowest unoccupied orbital energy = 1.089 eV
HOMO level = -9.67 eV